(1)
DFT (the ωB97M-V functional and the def2-TZVPD basis) results for a molecular structure, C34H17F15GeKN4O2S2.

Calculated values
Kohn-Sham gap: 6.66 eV
net charge: -1
spin multiplicity: 1
lowest unoccupied orbital energy: 2.022 eV
energy relative to the best compared isomer or geometry (same formula, charge and spin): 21.4 kJ/mol

The geometry in XYZ format:
```
76
Properties=species:S:1:pos:R:3:forces:R:3:lowdin_charge:R:1
K -0.441534 1.678203 0.358669 -0.01 0.04 -0.04 0.71
C 3.720682 2.888124 1.115300 0.02 0.00 0.00 -0.02
C 2.351872 3.364016 1.503749 0.05 0.01 -0.06 -0.30
N 1.620501 2.870612 2.420977 -0.03 -0.01 0.11 0.09
N 2.137787 1.763371 3.053671 0.05 0.04 -0.04 -0.06
C 1.463148 1.194092 4.098404 0.04 -0.05 0.07 -0.97
N 1.815721 -0.110798 4.263249 -0.03 0.01 -0.03 0.08
S 0.425525 1.992768 5.106881 -0.03 0.00 0.00 0.57
C 1.715746 4.443660 0.688698 -0.01 0.04 -0.01 -0.25
C 1.843874 5.791623 0.988642 0.00 0.01 0.00 -0.01
C 1.187871 6.705278 0.178046 0.02 0.00 0.03 -0.07
C 0.434828 6.243111 -0.888634 -0.01 0.00 -0.01 -0.05
C 0.369461 4.875925 -1.110453 -0.02 -0.02 -0.01 -0.11
N 1.009833 3.994844 -0.346970 -0.04 0.00 0.02 0.09
H 4.300438 2.623206 2.001234 0.00 0.00 0.00 0.08
H 4.244703 3.659822 0.554098 0.00 0.00 0.00 0.08
H 3.649173 2.000634 0.479840 -0.01 -0.01 -0.01 0.06
H 2.617290 1.102672 2.445533 -0.01 0.01 0.00 0.02
H 2.079782 -0.628226 3.429576 -0.02 0.01 0.02 0.04
H 1.288576 -0.602303 4.964433 0.01 0.00 0.00 0.08
H 2.419407 6.107033 1.848590 0.00 0.00 0.00 0.12
H 1.251031 7.765543 0.388483 0.00 0.00 0.00 0.10
H -0.109211 6.922880 -1.529746 0.00 0.00 0.00 0.10
H -0.232852 4.454868 -1.906920 0.00 0.00 0.00 0.11
C -1.253324 1.484070 -4.546866 0.01 0.02 -0.01 -0.03
C -1.578204 1.842070 -3.099937 0.02 -0.10 0.01 -0.42
O -0.670627 1.698018 -2.281937 -0.03 0.04 -0.02 -0.06
C -2.922942 2.297578 -2.774861 0.02 -0.02 0.02 -0.11
C -3.925938 2.205399 -3.763702 -0.05 0.02 -0.01 -0.08
C -5.232228 2.559259 -3.542320 0.04 -0.01 0.00 -0.13
C -5.581254 3.046169 -2.266225 0.00 0.00 0.01 -0.12
C -4.647626 3.166657 -1.279730 -0.05 -0.02 -0.01 -0.03
C -3.263599 2.801929 -1.460734 -0.03 0.15 -0.03 -0.40
O -2.450606 2.965618 -0.510820 0.09 -0.11 0.01 -0.17
H -0.186980 1.277331 -4.602781 0.00 0.00 0.00 0.08
H -1.510570 2.291511 -5.233314 0.01 0.00 -0.01 0.08
H -1.804161 0.594706 -4.858998 0.00 0.01 0.01 0.07
H -3.659318 1.821867 -4.740366 -0.01 0.00 0.00 0.09
H -5.974763 2.460251 -4.323023 0.00 0.00 0.00 0.08
H -6.609523 3.329685 -2.064641 0.00 0.00 0.00 0.09
H -4.912480 3.541820 -0.298126 0.00 0.00 0.00 0.10
F 1.641654 -4.291240 3.136459 -0.03 0.00 -0.01 0.09
C 2.535373 -4.458227 2.146160 -0.01 -0.01 -0.02 -0.22
C 2.431457 -3.738444 0.971212 0.02 0.01 0.01 -0.14
C 3.446289 -3.930527 0.047836 -0.01 0.00 0.00 -0.24
F 3.454840 -3.228050 -1.090538 -0.04 -0.03 -0.02 0.09
C 4.479612 -4.827589 0.245046 -0.01 0.01 -0.02 -0.14
F 5.432073 -4.997872 -0.676101 0.00 0.00 -0.01 0.12
C 4.526463 -5.555292 1.420223 0.01 0.00 0.01 -0.14
F 5.514234 -6.426459 1.630183 0.01 0.00 0.00 0.12
C 3.553977 -5.365370 2.382557 0.00 0.00 0.00 -0.14
F 3.611717 -6.050654 3.528780 0.00 -0.01 0.01 0.12
Ge 1.092228 -2.319434 0.617572 -0.02 0.05 -0.01 0.59
S 2.070918 -0.444843 0.673004 0.01 -0.04 0.02 0.22
C 0.146652 -2.697334 -1.092390 0.00 -0.05 0.01 -0.11
C 0.331785 -3.775265 -1.938498 -0.05 0.00 0.02 -0.21
F 1.201589 -4.750820 -1.637773 0.09 0.03 0.01 0.10
C -0.390162 -3.933542 -3.109229 0.00 0.01 0.01 -0.14
F -0.179907 -4.985360 -3.906779 0.01 -0.01 -0.01 0.12
C -1.355094 -3.002965 -3.445682 0.01 -0.01 0.00 -0.13
F -2.061707 -3.151031 -4.566031 -0.01 0.00 -0.01 0.13
C -1.605336 -1.933904 -2.603906 0.02 -0.03 0.01 -0.13
F -2.572626 -1.071196 -2.901098 -0.03 0.04 0.00 0.14
C -0.853762 -1.808192 -1.450469 0.02 -0.01 -0.04 -0.21
F -1.161509 -0.790771 -0.627834 0.00 -0.06 0.01 0.04
C -0.462036 -2.645399 1.822654 -0.01 0.00 -0.01 -0.12
C -0.993314 -3.922511 1.886522 -0.03 0.02 -0.01 -0.23
F -0.425941 -4.914315 1.177349 0.06 -0.01 0.03 0.10
C -2.109831 -4.242050 2.632695 0.01 0.02 0.00 -0.14
F -2.584039 -5.490136 2.669125 -0.01 -0.02 0.00 0.12
C -2.749084 -3.240921 3.342911 -0.01 0.00 -0.02 -0.13
F -3.835694 -3.523562 4.059586 0.00 0.00 0.02 0.13
C -2.273451 -1.944536 3.283782 0.01 0.00 -0.02 -0.14
F -2.911794 -0.977117 3.938256 0.00 0.01 0.01 0.13
C -1.148854 -1.668061 2.520306 -0.02 0.01 -0.02 -0.22
F -0.776205 -0.381905 2.457105 0.04 -0.01 0.03 0.04
```
Positions in Å, forces in eV/Å.

(2)
DFT (the ωB97M-V functional and the def2-TZVPD basis) results for a molecular structure, C34H21N6O3PmS at a distorted geometry.

Calculated values
Kohn-Sham gap (alpha / beta): 7.24 / 7.24 eV
net charge: 0
spin multiplicity: 5
lowest unoccupied orbital energy (alpha / beta): -1.399 / -1.397 eV
energy relative to the best compared isomer or geometry (same formula, charge and spin): 10.5 kJ/mol

The geometry in XYZ format:
```
66
Properties=species:S:1:pos:R:3:forces:R:3:lowdin_charge:R:1
Pm 1.213677 -0.020824 -0.423045 -0.76 -0.08 -1.26 1.68
S -1.510001 4.834064 -6.484901 -0.01 0.04 -0.05 1.03
N -1.419356 5.120111 -4.901064 -0.07 0.12 -0.01 -0.21
C -0.920225 4.033828 -4.343345 0.07 -0.29 -0.35 -0.30
C -0.670136 3.846131 -2.935169 0.10 -0.16 0.25 -0.08
C -0.955499 4.828726 -1.985823 0.04 -0.06 0.03 0.02
C -0.677419 4.568635 -0.665545 -0.06 0.06 -0.13 -0.01
C -0.136130 3.330740 -0.329646 0.06 0.00 0.17 -0.09
N 0.123390 2.374331 -1.210898 0.09 -0.11 -0.16 0.06
C -0.123988 2.623982 -2.512674 -0.17 0.36 0.20 -0.13
C 0.195318 1.573825 -3.482188 0.02 -0.22 -0.40 -0.13
N 0.745960 0.439726 -3.016619 0.09 0.05 0.23 0.03
C 1.031543 -0.533058 -3.870825 0.10 -0.13 0.17 -0.10
C 0.782659 -0.449381 -5.236435 -0.06 0.09 -0.13 -0.01
C 0.225749 0.705783 -5.732995 0.05 -0.04 0.08 0.03
C -0.069301 1.745994 -4.849828 0.11 -0.22 0.23 -0.08
C -0.631916 3.000698 -5.283358 -0.11 0.38 0.27 -0.30
N -0.920769 3.334163 -6.526393 -0.03 -0.02 -0.14 -0.21
H -1.379793 5.769902 -2.309219 0.00 0.00 0.00 0.12
H -0.865157 5.301390 0.105897 0.02 -0.03 0.02 0.12
H 0.113872 3.131318 0.703950 0.01 -0.02 -0.03 0.10
H 1.480986 -1.423034 -3.445969 -0.01 0.00 -0.01 0.10
H 1.027834 -1.278832 -5.883552 0.02 -0.01 0.03 0.12
H 0.013332 0.829944 -6.786484 0.01 0.01 0.00 0.13
O -0.610055 0.410946 1.310976 0.22 -0.09 0.37 -0.12
C 0.260433 0.474923 2.483341 0.34 0.21 0.23 -0.32
C 1.254490 1.665144 2.142159 -0.65 -0.10 0.93 -0.62
O 1.240485 2.680849 2.808310 0.17 -0.02 -0.25 0.09
O 1.924293 1.425496 1.075879 0.19 0.44 0.37 -0.21
C -0.558956 0.669877 3.739544 -0.17 0.04 -0.06 -0.13
C -1.917837 0.366458 3.755694 0.08 -0.03 -0.03 -0.03
C -2.665123 0.532102 4.913677 -0.04 0.00 0.03 -0.08
C -2.058965 0.990114 6.071022 -0.08 -0.03 -0.02 -0.08
C -0.698475 1.264444 6.068072 0.04 0.01 0.02 -0.06
C 0.048367 1.106259 4.913050 0.02 -0.01 0.03 -0.01
C 1.022850 -0.840445 2.547478 -0.14 -0.16 -0.25 -0.20
C 2.343105 -0.889024 2.992435 0.05 0.04 -0.02 -0.02
C 3.006763 -2.102193 3.070546 0.03 0.06 0.01 -0.05
C 2.363146 -3.275733 2.702508 -0.07 -0.05 -0.02 -0.06
C 1.047281 -3.237314 2.270578 0.02 -0.06 -0.03 -0.05
C 0.376027 -2.025464 2.195210 0.01 0.12 0.26 -0.04
H -1.332424 1.025268 1.483845 -0.09 0.09 -0.22 0.11
H -2.404669 -0.039182 2.876009 0.01 0.02 0.01 0.12
H -3.720073 0.289638 4.906464 0.01 0.01 0.01 0.10
H -2.643169 1.122902 6.972277 0.02 0.00 0.01 0.10
H -0.217642 1.611855 6.973384 0.02 0.00 -0.02 0.11
H 1.104607 1.332249 4.922753 0.01 0.03 -0.02 0.12
H 2.854926 0.023604 3.275358 0.02 -0.01 -0.06 0.13
H 4.036339 -2.131127 3.401302 -0.01 0.02 0.01 0.11
H 2.887365 -4.220986 2.753466 0.01 0.02 -0.01 0.11
H 0.536882 -4.147308 1.981754 0.01 0.01 0.00 0.11
H -0.663442 -2.000909 1.903582 0.02 -0.01 -0.10 0.11
N -2.270427 -7.081013 -1.184274 0.01 0.07 -0.03 0.14
C -1.837539 -6.015107 -1.166615 -0.17 -0.29 0.02 -0.20
C -1.282078 -4.698867 -1.122940 0.29 0.32 0.01 -0.25
C -2.052492 -3.603819 -0.733974 -0.09 -0.06 0.01 -0.05
C -1.466337 -2.351839 -0.644117 0.07 0.12 -0.06 -0.17
C -0.111585 -2.101617 -0.930436 -0.21 -0.26 0.06 -0.28
C 0.611147 -3.233570 -1.361773 0.05 0.24 0.05 -0.16
C 0.060668 -4.502480 -1.447021 -0.09 -0.09 -0.04 -0.05
H -3.098651 -3.746343 -0.490705 0.01 -0.01 0.00 0.11
H -2.103970 -1.533216 -0.314187 0.00 0.00 0.03 0.08
H 1.664887 -3.137869 -1.617391 0.02 -0.01 0.06 0.07
H 0.663823 -5.349263 -1.751438 0.00 0.01 -0.01 0.12
N 4.352184 -1.456917 -1.361485 -0.02 -0.01 -0.01 -0.06
C 3.379205 -0.958686 -0.978187 0.58 -0.23 -0.28 -0.43
```
Positions in Å, forces in eV/Å.

- Which of these has the highest spin multiplicity?
  C34H21N6O3PmS

- Which of these has the highest energy relative to the best compared isomer or geometry (same formula, charge and spin)?
  C34H17F15GeKN4O2S2

- Among the records above, which one has the highest energy relative to the best compared isomer or geometry (same formula, charge and spin)?
  C34H17F15GeKN4O2S2

- Which of these has the lowest net charge?
  C34H17F15GeKN4O2S2